A structure of composition C30H45BeNO2P2 at a distorted geometry, computed with the ωB97M-V functional and the def2-TZVPD basis.

Results
* E_LUMO: -0.244 eV
* frontier orbital gap: 0.255 Ha
* total charge: 0

Structure (XYZ):
```
81
C30H45BeNO2P2 (the ωB97M-V functional and the def2-TZVPD basis)
P -0.461 -1.804 -3.952
P -0.225 1.317 -4.693
C -0.685 -1.217 -5.732
C -0.007 0.114 -6.047
H -1.766 -1.159 -5.915
H -0.274 -2.007 -6.374
H 1.073 0.007 -6.214
H -0.441 0.582 -6.940
C -1.750 2.200 -5.151
H -2.038 2.912 -4.367
H -2.567 1.483 -5.296
H -1.555 2.738 -6.087
C 1.043 2.607 -4.921
H 0.686 3.337 -5.657
H 1.979 2.157 -5.272
H 1.238 3.126 -3.976
C -1.344 -3.391 -4.193
H -1.230 -4.014 -3.300
H -0.943 -3.917 -5.070
H -2.411 -3.181 -4.348
C 1.268 -2.371 -4.243
H 1.939 -1.505 -4.309
H 1.304 -2.940 -5.181
H 1.586 -3.005 -3.408
Be -0.604 -1.942 0.298
C 0.669 2.913 -1.290
C -0.548 2.806 -1.848
C -1.319 1.542 -1.995
C -1.207 0.573 -0.812
C -0.405 -0.661 -1.164
C 0.911 -0.556 -1.659
C 1.576 0.673 -2.060
C 1.564 1.771 -0.948
C 0.277 -3.375 0.475
H 1.055 3.907 -1.051
H -1.049 3.705 -2.225
H -0.982 0.946 -2.899
H -2.379 1.780 -2.187
H -0.796 1.068 0.080
H -2.230 0.280 -0.532
H -1.048 -1.468 -1.594
H 1.536 -1.452 -1.633
H 1.094 1.088 -2.975
H 2.614 0.467 -2.382
H 1.303 1.326 0.033
H 2.590 2.154 -0.856
H 1.029 -3.169 1.244
H 0.787 -3.694 -0.437
H -0.338 -4.210 0.837
C 3.348 1.360 5.280
C 2.587 0.059 5.196
C 3.300 -1.122 4.994
C 2.649 -2.349 4.882
C 1.263 -2.396 4.966
C 0.533 -1.202 5.105
N -0.850 -1.322 5.030
C -1.793 -0.391 4.570
C -2.815 0.034 5.427
C -3.598 1.128 5.069
C -3.442 1.735 3.817
C -2.492 1.252 2.916
C -1.729 0.139 3.267
C -0.831 -0.530 2.271
O 0.375 -0.242 2.215
O -1.431 -1.381 1.460
C 1.191 0.029 5.322
C 0.431 1.268 5.673
H 2.973 2.100 4.558
H 3.301 1.817 6.281
H 4.404 1.178 5.053
H 4.386 -1.062 4.919
H 3.210 -3.268 4.722
H 0.708 -3.331 4.871
H -1.244 -2.176 5.408
H -2.915 -0.468 6.395
H -4.348 1.489 5.772
H -4.066 2.585 3.541
H -2.336 1.717 1.944
H -0.104 1.675 4.804
H -0.301 1.088 6.472
H 1.115 2.047 6.027
```